Record 1
The following is a quantum chemistry calculation of C57H53N3O4PSZr as an isolated structure, from the OMol25 dataset.

Structure (XYZ):
```
120
Properties=species:S:1:pos:R:3:forces:R:3
Zr -0.168 -0.391 -0.111 0.5284 -0.4025 0.7165
C -1.947 -2.776 -3.243 -0.0137 0.0795 -0.0360
O -1.775 -3.982 -2.496 -0.0231 -0.0437 0.0386
C -2.335 -3.943 -1.242 -0.0069 0.0014 -0.0650
C -3.420 -4.744 -0.964 0.0242 -0.0010 -0.0064
C -3.985 -4.770 0.314 0.0113 0.0125 0.0159
C -3.440 -3.979 1.300 -0.0274 -0.0228 -0.0010
C -2.356 -3.133 1.036 0.0469 0.0233 0.0377
C -1.717 -2.432 2.136 -0.0551 -0.0267 -0.0363
N -0.914 -1.452 1.983 0.0884 0.0711 -0.1578
N -0.187 -1.114 3.128 -0.0277 -0.0490 -0.0061
C 1.013 -0.753 2.762 0.0515 -0.0320 -0.0326
O 1.435 -0.650 1.556 -0.1248 0.0996 0.1161
C 1.964 -0.396 3.862 0.0000 0.0156 -0.0310
C 3.141 0.270 3.533 0.0184 -0.0092 -0.0177
C 4.015 0.679 4.532 -0.0109 -0.0010 0.0160
C 3.722 0.414 5.863 0.0008 0.0057 -0.0042
C 2.557 -0.269 6.192 0.0162 -0.0046 0.0021
C 1.680 -0.671 5.196 -0.0004 -0.0054 0.0004
C -1.777 -3.098 -0.252 -0.0137 0.0083 -0.0148
O -0.750 -2.349 -0.547 0.0421 0.2144 0.0209
H -1.407 -2.913 -4.178 0.0015 -0.0043 -0.0009
H -3.009 -2.611 -3.450 0.0027 -0.0166 -0.0040
H -1.537 -1.913 -2.716 -0.0289 -0.0276 -0.0386
H -3.816 -5.357 -1.765 -0.0017 0.0034 -0.0031
H -4.833 -5.409 0.523 0.0002 -0.0015 -0.0015
H -3.845 -4.001 2.306 0.0012 -0.0024 -0.0006
H -1.851 -2.832 3.143 -0.0016 0.0167 0.0024
H 3.348 0.457 2.486 0.0009 0.0080 -0.0003
H 4.926 1.203 4.271 -0.0013 -0.0008 -0.0058
H 4.405 0.730 6.643 0.0000 -0.0005 0.0025
H 2.331 -0.485 7.229 -0.0053 -0.0006 -0.0007
H 0.758 -1.185 5.432 0.0001 -0.0004 0.0068
C 2.771 -5.098 0.517 0.0047 0.0018 -0.0003
C 1.798 -5.326 -0.450 -0.0020 0.0105 -0.0105
C 1.505 -4.344 -1.382 -0.0031 -0.0266 0.0021
C 2.197 -3.132 -1.380 0.0010 0.0335 -0.0356
C 3.162 -2.908 -0.404 0.0039 -0.0148 0.0093
C 3.446 -3.887 0.541 -0.0146 0.0002 0.0039
P 1.679 -1.874 -2.613 0.0747 -0.0433 -0.0686
C 2.610 -2.399 -4.106 -0.0437 0.0192 -0.0165
C 3.568 -3.407 -4.137 0.0026 0.0023 0.0060
C 4.228 -3.717 -5.320 0.0025 0.0052 -0.0019
C 3.945 -3.018 -6.484 -0.0005 -0.0041 -0.0069
C 2.989 -2.010 -6.465 -0.0015 0.0003 0.0102
C 2.322 -1.712 -5.287 0.0101 -0.0147 -0.0047
C 2.605 -0.411 -2.055 -0.0268 0.0052 -0.0043
C 3.871 -0.055 -2.522 -0.0110 0.0096 0.0018
C 4.534 1.021 -1.956 0.0115 0.0102 -0.0016
C 3.934 1.705 -0.904 0.0102 -0.0099 -0.0107
C 2.679 1.327 -0.453 -0.0146 -0.0044 0.0217
C 1.942 0.281 -1.028 -0.0929 -0.1591 -0.0911
H 2.985 -5.855 1.261 0.0005 -0.0004 0.0001
H 1.247 -6.258 -0.458 -0.0028 0.0000 -0.0042
H 0.704 -4.500 -2.097 -0.0012 0.0023 -0.0004
H 3.674 -1.955 -0.358 0.0015 0.0041 -0.0087
H 4.186 -3.692 1.308 -0.0005 -0.0020 0.0025
H 3.801 -3.952 -3.231 0.0071 -0.0042 0.0034
H 4.972 -4.505 -5.330 0.0002 -0.0023 0.0050
H 4.464 -3.258 -7.404 -0.0006 -0.0023 -0.0010
H 2.759 -1.461 -7.370 -0.0022 0.0018 0.0000
H 1.568 -0.930 -5.272 0.0027 -0.0023 -0.0085
H 4.340 -0.618 -3.322 -0.0008 -0.0081 0.0018
H 5.513 1.315 -2.317 -0.0015 -0.0039 -0.0035
H 4.450 2.540 -0.440 -0.0101 0.0038 0.0051
H 2.260 1.891 0.376 -0.0062 0.0068 0.0107
C -3.841 0.388 1.164 -0.0016 0.0025 -0.0319
C -4.336 0.439 -0.282 0.0133 0.0090 0.0254
C -4.232 -0.909 -0.993 -0.0276 0.0005 -0.0001
C -3.697 1.554 -1.092 -0.0094 0.0007 -0.0325
C -4.518 2.626 -1.421 -0.0307 -0.0144 -0.0017
C -4.096 3.662 -2.237 0.0125 0.0092 0.0020
C -2.823 3.575 -2.776 0.0010 -0.0146 -0.0039
C -1.954 2.532 -2.477 0.0051 0.0354 0.0113
C -0.591 2.590 -3.145 -0.0071 -0.0335 -0.0127
C -0.175 1.291 -3.836 0.0134 -0.0081 -0.0032
C 0.468 3.115 -2.175 -0.0112 -0.0035 0.0076
C -2.340 1.514 -1.549 0.0285 0.0239 0.0657
N -1.458 0.571 -1.102 -0.3534 0.2011 -0.3605
H -4.288 -0.452 1.704 -0.0083 0.0003 -0.0031
H -4.113 1.314 1.681 0.0020 0.0007 0.0033
H -2.760 0.280 1.204 0.0042 0.0027 0.0172
H -5.403 0.686 -0.235 0.0042 -0.0052 0.0228
H -3.193 -1.148 -1.202 0.0141 0.0075 -0.0012
H -4.769 -0.874 -1.944 0.0045 0.0015 -0.0036
H -4.659 -1.710 -0.383 -0.0026 -0.0186 -0.0072
H -5.533 2.632 -1.033 0.0044 -0.0060 0.0041
H -4.752 4.490 -2.478 -0.0045 -0.0011 -0.0055
H -2.480 4.345 -3.461 0.0036 -0.0057 -0.0039
H -0.693 3.336 -3.942 0.0224 0.0086 0.0051
H -0.052 0.477 -3.126 -0.0070 0.0304 -0.0278
H 0.775 1.440 -4.359 0.0102 -0.0074 -0.0021
H -0.929 0.993 -4.569 -0.0070 -0.0034 -0.0016
H 0.461 2.527 -1.259 0.0088 0.0117 -0.0036
H 0.263 4.157 -1.916 -0.0055 0.0009 0.0022
H 1.472 3.050 -2.602 -0.0044 0.0017 -0.0088
O -0.425 1.419 1.269 0.0687 0.0073 0.2249
S 0.392 2.255 2.222 -0.0733 0.1113 -0.1482
C -0.418 2.165 3.809 -0.0269 -0.0347 -0.0412
C 0.355 2.299 4.948 -0.0013 0.0251 0.0116
C -0.268 2.238 6.188 -0.0064 0.0097 0.0050
C -1.635 2.022 6.265 0.0050 -0.0049 -0.0130
C -2.391 1.864 5.107 0.0031 0.0029 0.0018
C -1.784 1.938 3.867 -0.0167 -0.0050 -0.0033
C -0.125 3.918 1.780 -0.0327 -0.0452 -0.0050
C 0.485 5.012 2.377 0.0159 -0.0264 0.0018
C 0.080 6.285 2.012 -0.0109 0.0129 -0.0037
C -0.918 6.449 1.056 0.0059 -0.0016 -0.0024
C -1.509 5.345 0.462 -0.0064 0.0024 0.0057
C -1.112 4.062 0.821 0.0002 0.0298 0.0237
H 1.431 2.412 4.872 -0.0036 0.0005 -0.0016
H 0.323 2.332 7.090 0.0025 -0.0021 -0.0005
H -2.116 1.959 7.233 -0.0011 0.0005 0.0012
H -3.455 1.676 5.173 -0.0017 -0.0016 0.0024
H -2.344 1.798 2.951 0.0024 -0.0008 0.0094
H 1.263 4.871 3.119 0.0051 -0.0008 -0.0018
H 0.545 7.149 2.468 0.0005 0.0020 -0.0026
H -1.227 7.447 0.769 0.0022 0.0008 -0.0010
H -2.277 5.461 -0.292 0.0021 -0.0024 -0.0044
H -1.554 3.192 0.353 0.0064 -0.0278 -0.0270
```
Forces are in eV/Å.

Summary:
frontier orbital gap: 0.22999 Eh
energy above the lowest of the compared OMol25 structures with the same formula, charge and spin: 20.6 kJ/mol
net charge: -1
energy: -3455.862030 hartree

---

Record 2
The following is a quantum chemistry calculation of C57H54As2BKN10PS as an isolated structure, from the OMol25 dataset.

Structure (XYZ):
```
127
Properties=species:S:1:pos:R:3:forces:R:3
K -0.150 0.659 -0.570 0.1375 0.2851 0.1304
C -2.763 3.767 -3.291 -0.0427 -0.0498 -0.1194
C -1.725 3.622 -2.363 0.0554 0.1018 0.1740
N -1.159 2.428 -2.445 -0.1521 -0.2179 -0.0366
N -1.820 1.767 -3.422 0.1654 0.1142 0.1072
C -2.776 2.556 -3.949 -0.0845 -0.0864 -0.1170
B -1.473 0.334 -3.919 -0.2655 -0.1501 -0.1730
N -2.058 -0.790 -3.018 0.2570 0.0774 0.1083
C -3.142 -1.548 -3.268 -0.0811 0.0421 -0.1557
C -3.324 -2.415 -2.209 -0.0671 0.0234 -0.1417
C -2.267 -2.108 -1.340 0.0121 -0.0757 0.1173
N -1.515 -1.139 -1.838 -0.1470 0.0724 -0.1047
N 0.035 0.202 -4.168 0.1569 0.1244 0.1244
C 0.580 0.076 -5.393 -0.1345 -0.0534 -0.1093
C 1.943 0.225 -5.290 -0.0401 -0.0308 -0.0262
C 2.140 0.455 -3.922 0.1361 -0.1301 0.1320
N 1.002 0.435 -3.248 -0.2187 0.0354 -0.0118
H -3.397 4.620 -3.462 -0.0151 0.0148 -0.0091
H -1.360 4.334 -1.636 0.0027 0.0146 0.0035
H -3.383 2.182 -4.757 -0.0511 0.0780 -0.0067
H -2.037 0.203 -4.980 0.0204 0.0352 -0.0374
H -3.688 -1.411 -4.188 -0.0570 -0.0528 0.0238
H -4.097 -3.155 -2.094 -0.0003 -0.0211 0.0167
H -2.005 -2.533 -0.382 -0.0186 -0.0240 0.0167
H -0.064 -0.106 -6.237 0.0808 0.0000 -0.0676
H 2.680 0.161 -6.071 0.0077 0.0078 -0.0174
H 3.067 0.627 -3.395 0.0229 0.0137 -0.0436
C 3.481 -2.100 -0.332 -0.1231 -0.2168 0.0802
C 3.998 -0.730 -0.731 0.1451 0.3911 -0.0086
As 2.952 0.740 0.099 0.1932 -0.2687 0.1912
C 3.721 0.704 1.898 0.0873 0.0190 -0.2101
C 2.857 0.984 2.950 -0.0464 -0.0153 0.1110
C 3.325 0.978 4.258 -0.0834 0.0167 0.0127
C 4.651 0.687 4.526 0.0558 -0.0007 0.0340
C 5.517 0.386 3.482 0.0320 -0.0087 0.0138
C 5.052 0.392 2.177 -0.0305 0.0030 -0.0309
C 3.855 2.278 -0.708 0.1090 -0.0715 0.0347
C 3.129 2.944 -1.693 -0.0077 0.0927 -0.1121
C 3.663 4.055 -2.336 -0.0780 -0.0618 0.0068
C 4.924 4.515 -1.992 0.0235 0.0467 -0.0516
C 5.651 3.862 -1.006 0.0319 0.0176 0.0113
C 5.120 2.751 -0.369 -0.0168 0.0103 0.0391
As 1.610 -2.399 -0.904 -0.0932 0.1013 0.0380
C 1.413 -4.193 -0.133 0.1492 0.0321 -0.2250
C 1.998 -5.312 -0.723 -0.0181 -0.0351 0.0045
C 1.846 -6.568 -0.153 0.0280 -0.0128 -0.0326
C 1.108 -6.716 1.014 -0.0072 -0.0445 0.0183
C 0.528 -5.604 1.603 -0.0491 0.0699 0.0664
C 0.675 -4.343 1.035 -0.0164 -0.0586 0.1258
C 1.913 -2.930 -2.770 0.1412 0.0938 0.1335
C 3.164 -2.996 -3.375 -0.0410 -0.0471 -0.0611
C 3.287 -3.335 -4.717 0.0757 -0.0026 -0.0059
C 2.159 -3.612 -5.471 -0.0188 -0.0139 -0.0520
C 0.906 -3.533 -4.881 -0.0720 -0.0111 0.0209
C 0.784 -3.186 -3.544 -0.0737 0.0015 -0.0442
H 3.466 -2.213 0.756 -0.0142 0.0151 -0.0195
H 4.110 -2.901 -0.729 0.0250 0.0270 0.0595
H 3.922 -0.568 -1.808 -0.0026 -0.0494 0.0018
H 5.050 -0.602 -0.460 -0.0373 -0.0244 -0.0567
H 1.799 1.148 2.772 -0.0031 -0.0055 -0.0438
H 2.627 1.175 5.061 -0.0014 -0.0014 0.0134
H 5.010 0.676 5.548 0.0020 -0.0072 0.0022
H 6.551 0.137 3.685 -0.0022 0.0053 0.0046
H 5.737 0.138 1.376 -0.0079 0.0045 -0.0009
H 2.141 2.596 -1.980 0.0124 -0.0148 0.0591
H 3.081 4.554 -3.101 0.0225 0.0193 -0.0086
H 5.339 5.383 -2.490 0.0049 0.0028 0.0074
H 6.635 4.223 -0.730 0.0022 0.0015 0.0021
H 5.693 2.264 0.411 -0.0159 -0.0164 -0.0024
H 2.566 -5.208 -1.640 -0.0120 0.0033 0.0111
H 2.303 -7.431 -0.624 -0.0080 -0.0060 0.0112
H 0.984 -7.696 1.460 0.0078 -0.0061 -0.0046
H -0.048 -5.697 2.516 0.0055 -0.0419 -0.0021
H 0.227 -3.481 1.520 -0.0066 0.0201 -0.0504
H 4.062 -2.780 -2.809 0.0065 -0.0011 0.0216
H 4.270 -3.377 -5.171 -0.0070 -0.0040 -0.0050
H 2.250 -3.872 -6.519 0.0201 0.0008 -0.0044
H 0.013 -3.728 -5.461 0.0180 -0.0016 -0.0242
H -0.206 -3.103 -3.106 0.0264 0.0135 0.0373
N -2.812 3.246 1.162 -0.1296 -0.0528 -0.1553
P -2.999 1.612 0.632 0.3320 -0.1718 0.2069
C -3.395 0.742 2.192 -0.0655 0.0943 -0.0434
C -3.179 1.292 3.445 -0.0360 0.0116 0.0249
C -3.443 0.551 4.591 0.0734 0.0759 0.0135
C -3.914 -0.745 4.488 0.0159 -0.0764 0.0262
C -4.114 -1.309 3.233 -0.0104 -0.0346 0.0059
C -3.854 -0.572 2.093 0.0182 -0.0054 0.0013
C -4.670 1.717 -0.084 0.0036 0.0199 -0.1413
C -4.792 1.332 -1.415 -0.0929 0.0431 0.0076
C -6.035 1.355 -2.039 0.1098 -0.0121 -0.0233
C -7.151 1.774 -1.337 -0.1049 0.0210 -0.0152
C -7.037 2.163 -0.007 -0.0169 0.0164 0.0254
C -5.803 2.125 0.619 0.0602 -0.0382 0.0328
C -1.617 3.932 1.186 -0.0894 0.2805 0.0723
C -1.630 5.322 1.414 0.0276 -0.1277 -0.0357
C -0.430 5.994 1.458 -0.0034 0.0274 0.0080
C 0.757 5.287 1.289 0.0101 -0.0647 -0.0161
C 0.660 3.926 1.076 0.1831 0.0206 -0.0387
N -0.488 3.254 1.015 -0.1916 -0.1926 0.0082
H -3.637 3.824 1.212 0.0050 -0.0009 0.0843
H -2.787 2.298 3.530 0.0104 -0.0015 -0.0051
H -3.253 0.989 5.563 -0.0089 -0.0279 0.0203
H -4.099 -1.329 5.382 -0.0021 -0.0061 0.0093
H -4.452 -2.333 3.139 -0.0035 -0.0121 0.0311
H -3.990 -1.029 1.118 0.0151 0.0289 -0.0297
H -3.911 1.014 -1.959 -0.0045 -0.0405 0.0106
H -6.119 1.043 -3.072 -0.0221 0.0026 -0.0144
H -8.120 1.793 -1.822 -0.0011 -0.0015 -0.0009
H -7.913 2.480 0.546 -0.0200 -0.0053 -0.0118
H -5.718 2.382 1.670 -0.0145 0.0075 0.0115
H -2.572 5.838 1.549 -0.0052 0.0202 -0.0038
H -0.422 7.064 1.628 0.0312 0.0003 -0.0028
H 1.726 5.763 1.317 -0.0127 0.0402 0.0119
H 1.559 3.331 0.945 -0.0169 0.0120 -0.0175
C -1.289 -3.913 5.847 -0.0588 -0.0501 0.0180
C -0.801 -2.557 5.424 0.0514 0.0688 0.0294
C -0.567 -1.536 6.343 -0.0080 -0.0370 -0.0317
C -0.117 -0.339 5.807 -0.0096 -0.0330 0.1040
N 0.066 -0.134 4.517 0.1395 0.1141 0.1335
C -0.201 -1.171 3.689 -0.3251 0.0437 -0.5203
S -0.064 -0.945 1.986 0.0982 -0.0091 0.2151
N -0.620 -2.383 4.126 0.0530 -0.0938 0.1263
H -1.224 -4.058 6.926 0.0141 0.0319 0.0033
H -0.712 -4.686 5.341 0.0184 0.0048 0.0032
H -2.330 -4.038 5.542 -0.0067 0.0055 -0.0039
H -0.708 -1.670 7.406 -0.0114 -0.0095 0.0001
H 0.107 0.500 6.465 -0.0100 0.0054 -0.0278
```
Forces are in eV/Å.

Summary:
frontier orbital gap: 0.23608 Eh
energy above the lowest of the compared OMol25 structures with the same formula, charge and spin: 0.0 kJ/mol
net charge: -1
energy: -8588.155771 hartree

---

no.,LUMO level (eV)
1,2.22
2,2.14